[1]
{
  "formula": "C32H38Cl3F5N2O3Pb",
  "method": "ωB97M-V/def2-TZVPD",
  "elements": ["C", "C", "C", "C", "O", "C", "N", "C", "C", "C", "C", "C", "C", "C", "C", "C", "Cl", "O", "C", "C", "C", "C", "N", "O", "C", "C", "C", "C", "F", "F", "C", "C", "C", "C", "C", "C", "F", "F", "F", "C", "C", "Cl", "C", "C", "Cl", "H", "H", "H", "H", "H", "H", "H", "H", "H", "H", "H", "H", "H", "H", "H", "H", "H", "H", "H", "H", "H", "H", "H", "H", "H", "H", "H", "H", "H", "H", "H", "H", "H", "H", "H", "H", "H", "H", "Pb"],
  "xyz": [[4.873, -3.755, -0.524], [3.706, -2.944, -0.317], [2.590, -2.939, -1.464], [1.250, -2.090, -1.054], [1.488, -1.247, 0.090], [1.672, 0.129, -0.202], [2.286, 0.730, 1.050], [2.669, 0.516, -1.388], [3.973, 1.297, -0.813], [5.212, 0.478, -0.109], [6.520, 1.239, 0.532], [6.664, 2.866, 0.509], [7.887, 3.664, 1.164], [5.441, 3.651, -0.241], [4.160, 2.904, -0.871], [0.274, 0.982, -0.398], [0.845, 2.757, -0.180], [-0.615, 0.517, 0.566], [-2.003, 0.828, 0.450], [-2.495, 1.788, -0.715], [-2.957, 1.135, -2.088], [-2.065, 0.271, -3.106], [-4.200, 1.373, -2.504], [-2.529, 1.425, 1.682], [-1.522, 1.912, 2.576], [-0.974, 0.811, 3.651], [-0.068, 1.682, 4.695], [-2.746, -0.635, 0.474], [-2.356, -1.480, -0.602], [-2.190, -1.266, 1.665], [-4.309, -0.574, 0.738], [-4.943, -0.447, 2.178], [-6.458, -0.408, 2.464], [-7.497, -0.494, 1.319], [-6.923, -0.667, -0.125], [-8.024, -0.776, -1.292], [-9.273, -0.274, -0.778], [-7.719, -0.007, -2.436], [-8.301, -2.150, -1.613], [-5.378, -0.701, -0.409], [0.208, -3.237, -0.550], [0.139, -3.528, 1.251], [-0.611, -3.987, -1.440], [-0.558, -3.794, -3.047], [-1.754, -5.198, -0.671], [5.746, -3.785, 0.231], [4.990, -4.398, -1.458], [3.699, -2.334, 0.643], [2.308, -4.042, -1.663], [3.062, -2.466, -2.394], [0.775, -1.571, -1.956], [1.593, 0.757, 1.815], [2.955, -0.016, 1.347], [2.199, 1.263, -2.138], [3.085, -0.338, -2.016], [5.221, -0.676, -0.009], [7.359, 0.633, 1.039], [8.393, 4.312, 0.368], [8.613, 3.001, 1.751], [7.448, 4.405, 1.939], [5.548, 4.794, -0.262], [3.338, 3.527, -1.376], [0.003, 0.869, -1.497], [-3.429, 2.343, -0.311], [-1.779, 2.652, -0.989], [-1.304, -0.418, -2.603], [-1.461, 1.015, -3.757], [-2.695, -0.348, -3.841], [-4.359, 0.911, -3.415], [-0.672, 2.527, 2.112], [-2.065, 2.678, 3.263], [-0.379, -0.030, 3.154], [-1.829, 0.343, 4.243], [-0.809, 2.130, 5.459], [0.408, 2.581, 4.156], [0.686, 1.046, 5.268], [-4.177, -0.374, 3.036], [-6.772, -0.281, 3.561], [-8.601, -0.430, 1.578], [-5.095, -0.838, -1.508], [-1.543, -4.170, -3.495], [0.267, -4.499, -3.450], [-0.362, -2.699, -3.314], [6.248, 1.571, -1.629]],
  "largest_force_ha_per_bohr": 0.1647,
  "total_energy_ha": -3648.8808,
  "homo_lumo_gap_ev": 3.098,
  "homo_ev": -12.20,
  "lumo_energy_ha": -0.3345,
  "charge": 2
}



[2]
{
  "formula": "C32H38Cl4N2OPPdSSi",
  "method": "ωB97M-V/def2-TZVPD",
  "elements": ["Pd", "Cl", "C", "C", "C", "C", "C", "C", "P", "C", "C", "C", "C", "C", "C", "C", "C", "C", "C", "C", "C", "H", "H", "H", "H", "H", "H", "H", "H", "H", "H", "H", "H", "H", "H", "C", "C", "N", "C", "C", "C", "C", "N", "H", "H", "H", "H", "H", "H", "H", "H", "H", "H", "H", "H", "H", "H", "C", "C", "C", "C", "C", "C", "C", "S", "C", "O", "H", "H", "H", "H", "H", "H", "H", "H", "H", "H", "Cl", "Si", "Cl", "Cl"],
  "xyz": [[-0.495, 0.151, -0.511], [2.268, -0.907, 0.051], [2.306, -0.231, 1.666], [3.544, 0.024, 2.213], [3.617, 0.601, 3.478], [2.464, 0.913, 4.176], [1.221, 0.645, 3.617], [1.123, 0.068, 2.350], [-0.495, -0.294, 1.662], [-1.740, 0.448, 2.703], [-1.915, 1.835, 2.729], [-2.811, 2.404, 3.615], [-3.532, 1.598, 4.490], [-3.344, 0.224, 4.487], [-2.450, -0.357, 3.600], [-0.770, -2.061, 1.619], [0.210, -2.976, 2.008], [-0.087, -4.330, 2.042], [-1.357, -4.774, 1.695], [-2.339, -3.865, 1.307], [-2.048, -2.512, 1.262], [4.443, -0.216, 1.662], [4.586, 0.803, 3.914], [2.527, 1.355, 5.160], [0.321, 0.876, 4.172], [-1.331, 2.469, 2.077], [-2.946, 3.477, 3.634], [-4.232, 2.045, 5.183], [-3.889, -0.402, 5.181], [-2.305, -1.428, 3.624], [1.189, -2.638, 2.323], [0.663, -5.035, 2.373], [-1.594, -5.828, 1.757], [-3.342, -4.209, 1.086], [-2.824, -1.802, 1.005], [-2.052, 4.840, -1.276], [-1.580, 4.725, 0.168], [-0.169, 4.324, 0.309], [0.801, 5.405, 0.591], [1.197, 6.206, -0.639], [0.225, 3.084, 0.062], [1.683, 2.751, 0.087], [-0.642, 2.133, -0.263], [-3.110, 5.098, -1.289], [-1.923, 3.910, -1.832], [-1.512, 5.621, -1.806], [-2.205, 4.022, 0.725], [-1.680, 5.684, 0.672], [1.674, 4.970, 1.071], [0.332, 6.052, 1.331], [1.611, 5.567, -1.420], [1.954, 6.938, -0.363], [0.350, 6.751, -1.054], [2.069, 2.750, 1.108], [2.253, 3.481, -0.486], [1.833, 1.773, -0.360], [-1.611, 2.425, -0.273], [3.909, -3.348, -5.923], [2.820, -3.344, -4.901], [1.473, -3.351, -5.305], [0.451, -3.356, -4.387], [0.773, -3.341, -3.022], [2.106, -3.325, -2.593], [3.115, -3.332, -3.536], [-0.373, -3.419, -1.738], [-1.599, -4.603, -2.252], [-1.240, -2.012, -1.702], [3.684, -4.046, -6.729], [4.870, -3.609, -5.486], [3.998, -2.356, -6.373], [1.237, -3.373, -6.361], [-0.575, -3.378, -4.733], [2.344, -3.344, -1.536], [4.147, -3.345, -3.213], [-1.894, -4.457, -3.284], [-2.443, -4.524, -1.572], [-1.111, -5.572, -2.126], [-0.977, 0.450, -3.201], [-2.226, -1.094, -2.711], [-3.673, -0.465, -1.464], [-2.954, -2.036, -4.324]],
  "largest_force_ha_per_bohr": 0.0104,
  "total_energy_ha": -4423.9320,
  "homo_lumo_gap_ev": 7.288,
  "homo_ev": -16.80,
  "lumo_energy_ha": -0.3494,
  "charge": 3,
  "e_above_lowest_ev": 0.000
}



[3]
{
  "formula": "C32H38FN2O18PS",
  "method": "ωB97M-V/def2-TZVPD",
  "elements": ["O", "C", "O", "C", "C", "C", "P", "O", "O", "S", "C", "C", "C", "O", "N", "C", "O", "F", "C", "C", "C", "O", "N", "C", "O", "H", "H", "H", "H", "H", "H", "H", "H", "O", "C", "C", "C", "C", "O", "H", "H", "H", "H", "H", "H", "O", "C", "C", "C", "C", "O", "H", "H", "H", "H", "H", "H", "O", "C", "C", "C", "C", "O", "H", "H", "H", "H", "H", "H", "O", "C", "C", "C", "C", "O", "H", "H", "H", "H", "H", "H", "O", "C", "C", "C", "C", "O", "H", "H", "H", "H", "H", "H"],
  "xyz": [[6.533, -2.247, 1.925], [5.752, -1.514, 1.379], [5.431, -1.686, 0.077], [5.067, -0.374, 2.134], [3.743, 0.042, 1.519], [3.476, 1.355, 1.098], [4.687, 2.743, 1.177], [6.209, 2.223, 0.891], [4.581, 3.537, 2.596], [4.234, 3.966, -0.249], [2.227, 1.655, 0.579], [1.252, 0.700, 0.428], [-0.076, 1.095, -0.162], [-0.086, 1.811, -1.126], [-1.335, 0.648, 0.408], [-1.544, 1.037, 1.725], [-1.806, 0.267, 2.606], [-1.483, 2.351, 1.934], [1.516, -0.596, 0.804], [2.750, -0.888, 1.357], [2.703, -2.374, 1.698], [3.557, -3.112, 2.091], [1.340, -2.789, 1.497], [0.649, -1.838, 0.717], [-0.365, -2.044, 0.108], [6.167, -2.160, -0.331], [5.765, 0.451, 2.267], [4.869, -0.772, 3.136], [6.731, 2.464, 1.675], [4.072, 2.979, 3.206], [2.006, 2.665, 0.246], [-1.502, -0.345, 0.281], [0.946, -2.909, 2.427], [0.588, -6.534, -4.287], [0.159, -5.959, -3.331], [-1.195, -6.167, -2.682], [-1.327, -4.925, -1.809], [0.121, -4.603, -1.487], [0.868, -5.029, -2.642], [-1.165, -7.083, -2.090], [-1.981, -6.224, -3.430], [-1.942, -5.073, -0.921], [-1.766, -4.116, -2.389], [0.487, -5.152, -0.614], [0.277, -3.546, -1.326], [-5.042, -4.320, -2.714], [-4.613, -3.262, -3.063], [-5.375, -1.956, -3.144], [-4.453, -1.096, -4.001], [-3.085, -1.670, -3.673], [-3.313, -3.067, -3.411], [-5.492, -1.553, -2.137], [-6.346, -2.103, -3.608], [-4.531, -0.029, -3.800], [-4.679, -1.256, -5.056], [-2.646, -1.216, -2.780], [-2.386, -1.567, -4.500], [2.819, 7.297, -1.287], [2.833, 6.806, -2.375], [2.100, 7.309, -3.603], [2.164, 6.104, -4.534], [3.454, 5.431, -4.095], [3.565, 5.707, -2.690], [2.639, 8.168, -4.007], [1.078, 7.584, -3.360], [2.152, 6.361, -5.592], [1.317, 5.445, -4.339], [4.331, 5.843, -4.600], [3.431, 4.354, -4.251], [0.701, -6.801, 2.609], [-0.245, -6.115, 2.840], [-1.664, -6.582, 3.091], [-2.464, -5.294, 2.927], [-1.458, -4.235, 3.345], [-0.173, -4.758, 2.957], [-1.730, -6.977, 4.106], [-1.956, -7.338, 2.369], [-3.383, -5.267, 3.510], [-2.729, -5.159, 1.877], [-1.453, -4.069, 4.425], [-1.630, -3.284, 2.842], [-6.012, 6.843, 3.126], [-4.944, 6.316, 3.040], [-3.674, 6.724, 3.760], [-2.603, 5.974, 2.975], [-3.366, 4.757, 2.478], [-4.717, 5.210, 2.287], [-3.733, 6.387, 4.796], [-3.533, 7.800, 3.718], [-1.721, 5.719, 3.561], [-2.278, 6.580, 2.127], [-3.372, 3.944, 3.208], [-2.973, 4.382, 1.537]],
  "smiles": "O=C(O)Cc1c(P(O)(O)=S)cc(C(=O)NC(=O)F)c2c1C(=O)NC2=O.O=C1CCCO1.O=C1CCCO1.O=C1CCCO1.O=C1CCCO1.O=C1CCCO1",
  "largest_force_ha_per_bohr": 0.0767,
  "total_energy_ha": -3545.5908,
  "homo_lumo_gap_ev": 7.268,
  "homo_ev": -9.05,
  "lumo_energy_ha": -0.0655
}